{
  "formula": "C50H49O3P2PdSi2",
  "method": "ωB97M-V/def2-TZVPD",
  "species": ["P", "Pd", "C", "C", "C", "C", "C", "H", "C", "H", "C", "H", "O", "H", "C", "H", "H", "C", "H", "H", "O", "C", "C", "H", "H", "H", "Si", "C", "H", "H", "C", "H", "H", "H", "C", "C", "C", "H", "C", "H", "H", "H", "H", "C", "H", "H", "H", "C", "H", "C", "H", "C", "C", "C", "C", "C", "C", "H", "C", "H", "C", "C", "H", "C", "C", "C", "H", "C", "H", "C", "H", "H", "C", "C", "C", "H", "C", "H", "C", "H", "H", "C", "H", "C", "H", "C", "H", "C", "P", "H", "H", "C", "C", "H", "C", "O", "H", "H", "H", "H", "C", "H", "C", "C", "H", "C", "Si"],
  "coordinates": [[-1.0200, -1.2868, 0.9970], [0.1171, 0.8710, 0.8141], [1.3841, -2.0719, 2.1036], [0.0245, 0.5811, -4.6459], [0.4673, -2.3307, 1.0793], [1.9107, -4.0678, 0.2517], [-0.0265, 3.7855, -3.1534], [-4.2780, -4.9199, -0.0306], [-3.8473, -0.9247, 3.8464], [2.5240, 3.6355, 1.5691], [2.8010, 2.6185, -2.2299], [0.0492, -3.5202, -0.6634], [0.1308, 3.2717, 0.5559], [0.0596, 3.3781, 5.0183], [2.0827, 1.4429, -2.4333], [-2.0766, -4.1493, -4.5041], [-0.4999, 0.8454, 6.1384], [-2.9791, -2.7383, -2.2872], [-4.7276, -0.3089, 3.9767], [4.6656, 3.6361, -2.5321], [-1.6441, 2.1553, 1.2704], [3.7541, -0.0154, 0.2296], [1.9767, 1.0616, 4.0420], [4.1786, 2.9965, 1.5825], [4.7382, 0.4557, 0.1657], [-2.6927, 5.8722, -3.2324], [2.5813, 1.1668, 1.1652], [-1.2512, -0.6990, -3.0775], [-3.8429, -4.2545, -4.4418], [0.1468, 3.7381, 3.2948], [4.6595, 0.6861, 4.6984], [-2.2119, -3.5182, 5.2834], [-0.7080, -3.1340, 3.3705], [-5.2187, -2.2116, -3.7430], [2.7147, 0.3483, -3.0322], [-1.8717, -1.4984, 2.5922], [3.7298, 0.9238, 5.6999], [-4.3222, -4.4012, -2.4173], [-2.9995, -0.6958, 2.7759], [3.4220, -0.2352, -0.7803], [-1.7557, 0.1606, 5.1105], [-4.3977, -0.6890, -3.3647], [3.8428, -0.9593, 0.7688], [-4.3623, -1.5823, -3.9904], [2.3265, 3.4505, -1.7280], [-0.3132, 0.0874, -6.6987], [1.1776, -1.2900, 2.8271], [-3.0037, -3.5947, -4.6535], [-2.8912, -3.5874, 1.5180], [-1.5807, -2.5084, 3.5043], [0.9714, 3.7121, -3.5576], [2.3923, 1.0874, 5.3762], [3.2174, 2.9617, 1.0659], [-2.0988, 4.9986, -2.9984], [4.0182, 0.4554, -3.4820], [-3.6881, -4.0954, -0.4076], [-0.5737, -0.1293, -5.6714], [2.1193, -4.8457, -0.4711], [-0.3066, 0.2841, -3.3301], [-0.3978, 5.6605, -4.1182], [-0.8044, 4.8873, -3.4794], [-2.1646, -2.2892, -0.0307], [-2.2955, 2.0653, -1.3240], [2.5422, -2.8222, 2.2107], [-1.0355, 3.2281, 0.9842], [-3.7090, -3.7987, -1.7610], [-4.2352, -2.1322, 5.5745], [-0.3185, 3.0877, 4.0352], [4.0433, 0.9859, 6.7345], [-3.5667, -1.9468, 4.7440], [-3.1993, 0.1044, 2.0704], [3.3594, 3.3211, 0.0501], [2.8030, -3.8261, 1.2870], [-0.6794, 0.2896, 5.2149], [-1.5223, -1.1022, -5.3913], [3.2427, -2.6195, 3.0111], [4.7131, 1.6471, -3.3173], [4.4964, -0.3890, -3.9604], [2.9178, 0.8666, 3.0282], [5.7045, 0.5453, 4.9457], [-4.4413, -1.2741, -5.0341], [-1.8972, -1.4021, -4.0878], [-1.9927, -1.6197, -6.2161], [4.2557, 0.6522, 3.3744], [-1.5922, 4.1674, 1.1290], [-2.6392, 3.9770, -2.2301], [-3.0776, -3.3156, -5.7029], [4.1086, 2.7196, -2.6787], [0.3539, 1.2517, -1.9032], [-0.2322, -0.6993, 5.3220], [0.7441, 1.3572, -4.8679], [0.7460, -3.3223, 0.1420], [-2.2326, -1.9905, -1.3877], [-1.3970, 3.2553, 4.0128], [-3.0432, -2.3509, -3.7582], [-1.4923, -0.9072, -1.7513], [5.7304, 1.7379, -3.6742], [3.7030, -4.4207, 1.3727], [2.1829, -0.5876, -3.1484], [-3.6602, 4.0417, -1.8762], [-2.9166, -3.3454, 0.4648], [4.9903, 0.4778, 2.5950], [-2.4300, -2.7248, 4.5802], [-1.8698, 2.8721, -1.9102], [1.6737, 1.2474, 6.1711], [-0.5448, 2.7873, -2.3332], [0.0816, 1.2478, 3.7537]],
  "forces_ev_per_angstrom": [[-0.020, -0.740, 0.502], [-0.941, -0.260, -1.225], [-0.121, -0.024, -0.046], [-0.018, -0.046, 0.024], [0.063, 0.096, 0.080], [0.033, -0.005, -0.038], [-0.029, -0.010, 0.071], [0.012, 0.004, 0.005], [-0.036, 0.029, -0.060], [0.013, -0.013, 0.040], [-0.173, -0.046, 0.001], [-0.005, -0.041, 0.014], [0.039, -0.164, 0.185], [0.042, -0.119, 0.039], [-0.075, -0.085, 0.172], [-0.012, -0.023, -0.022], [0.008, 0.059, -0.027], [0.096, 0.103, -0.110], [0.007, -0.003, 0.016], [-0.056, 0.024, 0.018], [0.375, -0.427, -0.266], [-0.440, 0.136, 0.086], [-0.720, -0.071, -0.312], [0.007, -0.104, 0.049], [-0.003, 0.041, -0.005], [0.001, -0.014, -0.028], [1.887, 0.356, 0.903], [0.226, 0.105, -0.283], [-0.006, -0.005, -0.017], [0.052, -0.016, -0.005], [0.150, -0.015, -0.027], [0.013, 0.017, 0.004], [0.004, -0.026, -0.009], [-0.001, 0.001, -0.009], [-0.045, 0.048, -0.041], [0.057, 0.175, -0.040], [-0.056, 0.047, 0.113], [0.003, -0.003, -0.004], [0.097, 0.020, -0.057], [0.053, -0.011, -0.019], [-0.004, 0.038, 0.017], [-0.031, 0.005, -0.009], [-0.018, 0.059, 0.025], [0.069, -0.051, -0.007], [0.003, 0.063, -0.046], [-0.006, 0.000, 0.007], [0.057, -0.052, 0.029], [0.056, 0.064, 0.067], [-0.034, -0.007, 0.008], [-0.010, 0.057, -0.056], [0.074, 0.004, 0.027], [0.140, -0.070, -0.033], [-0.417, -0.262, -0.335], [-0.034, 0.029, -0.017], [0.049, 0.004, -0.017], [-0.048, -0.090, 0.031], [0.029, 0.057, -0.075], [-0.007, 0.003, 0.001], [0.016, -0.318, 0.461], [0.029, -0.001, 0.027], [-0.029, 0.030, -0.034], [0.176, 0.504, -0.277], [-0.024, 0.048, 0.091], [0.045, -0.034, 0.036], [-0.087, 0.674, -0.073], [0.005, 0.008, 0.041], [0.020, -0.002, 0.010], [-0.206, -0.284, -0.390], [0.021, -0.047, -0.011], [-0.021, 0.000, 0.012], [-0.072, 0.003, 0.041], [0.023, 0.025, 0.099], [-0.014, 0.006, -0.006], [-0.052, 0.070, -0.431], [-0.010, 0.028, -0.003], [-0.019, 0.016, 0.011], [-0.027, -0.007, 0.049], [-0.018, -0.010, 0.013], [-0.214, -0.056, -0.470], [-0.019, -0.018, 0.025], [-0.015, -0.003, 0.003], [-0.069, -0.064, 0.166], [-0.011, -0.007, 0.006], [-0.075, -0.007, -0.046], [0.034, -0.074, -0.001], [-0.044, -0.043, 0.023], [-0.013, -0.027, -0.012], [0.119, 0.027, -0.006], [-0.288, 0.441, -0.647], [0.037, 0.032, -0.024], [0.026, 0.010, -0.003], [-0.058, 0.038, 0.000], [-0.114, -0.291, 0.221], [0.013, 0.024, 0.026], [-0.112, 0.076, -0.032], [-0.191, -0.022, -0.118], [-0.002, -0.017, -0.006], [0.007, 0.010, 0.000], [-0.013, 0.003, -0.068], [0.004, -0.007, -0.016], [0.070, 0.027, 0.009], [0.052, 0.019, 0.069], [-0.029, -0.072, 0.025], [0.058, -0.116, 0.036], [0.039, -0.012, 0.010], [0.116, 0.057, 0.074], [0.586, 0.521, 1.798]],
  "mulliken_charge": [1.878, -1.105, -0.515, -0.171, 0.725, -0.705, -0.657, 0.432, -0.827, 0.213, -1.269, 0.431, -0.504, 0.462, 0.635, 0.418, 0.573, 0.888, 0.409, 0.478, -0.466, -1.089, 0.249, 0.559, 0.511, 0.403, 1.259, -0.861, 0.461, 0.326, -0.866, 0.450, 0.381, 0.446, -1.267, 1.155, -0.798, 0.390, -0.401, 0.058, 0.286, 0.376, 0.448, -1.720, 1.198, 0.428, 0.316, -2.067, 0.584, -0.333, 0.450, -0.672, -1.275, -0.719, -0.487, -1.763, -1.548, 0.472, 0.475, 0.451, -0.818, 0.204, 0.307, -0.994, 0.147, -0.229, 0.395, -1.420, 0.410, -0.603, 0.422, 0.350, -0.682, -1.515, -0.059, 0.451, -0.868, 0.455, 0.686, 0.435, 0.410, 0.548, 0.390, -0.714, 0.360, -0.675, 0.473, -0.957, 1.908, 0.475, 0.569, -0.853, -1.191, 0.379, 1.507, 0.840, 0.442, 0.404, 0.503, 0.476, -0.735, 0.346, -0.727, -0.911, 0.362, 1.511, 1.196],
  "homo_energy_ev": [-8.70, -10.92],
  "lumo_energy_ev": [-1.89, -5.60],
  "energy_ha": -3549.7657,
  "spin_multiplicity": 5,
  "fmax_ha_per_bohr": 0.0413,
  "homo_lumo_gap_ev": [6.811, 5.328],
  "charge": 1,
  "s2": 6.013
}